Entry 1:
Below is C25H28F6N3O3Re as an isolated structure at a distorted geometry, with properties calculated with ωB97M-V with the def2-TZVPD basis set.

The value obtained for the LUMO energy (spin up / spin down) is -3.250 / -3.929 eV. The expectation value of S² is 3.77. As for the total charge: +1. The HOMO energy (spin up / spin down) is -0.3757 / -0.3947 hartree. Its spin multiplicity is 4.

XYZ file:
```
66
Properties=species:S:1:pos:R:3:forces:R:3
Re 0.063 0.050 0.357 0.190 -0.099 -2.274
C 0.200 -1.099 3.290 0.045 1.014 -0.153
N 0.403 0.168 2.453 -2.347 0.067 1.993
C -0.621 1.226 2.924 0.025 0.927 0.238
C -2.106 0.877 2.965 0.285 -0.916 -0.349
C -2.541 -0.054 1.830 -1.895 -1.363 1.319
N -1.994 0.297 0.576 0.926 0.188 -1.653
C -2.673 0.801 -0.403 -0.457 -0.070 0.284
C -2.334 0.782 -1.804 0.273 -0.866 1.147
C -3.396 1.088 -2.626 -0.236 0.504 -3.476
C -3.353 0.852 -4.015 1.454 -0.832 1.114
C -2.242 0.103 -4.526 -0.236 -0.018 -0.266
C -1.128 -0.158 -3.729 -0.314 0.111 -0.147
C -1.184 0.139 -2.352 -0.147 0.696 -0.767
O -0.137 -0.162 -1.647 0.598 0.113 1.432
C 1.687 0.816 2.737 0.753 0.330 1.265
C 2.907 -0.043 2.446 1.308 1.063 -0.126
C 2.936 -0.699 1.067 0.896 -1.594 -0.775
N 2.129 0.081 0.104 1.605 0.218 -0.394
C 2.716 0.807 -0.819 -0.261 1.405 0.801
C 2.146 2.085 -1.283 -1.456 -0.315 -1.921
C 2.698 2.761 -2.435 0.342 -0.263 1.749
C 2.301 4.031 -2.756 -0.284 0.583 -0.928
C 1.286 4.669 -2.055 0.362 -0.777 1.206
C 0.619 3.981 -1.048 -1.280 1.049 0.005
C 0.902 2.645 -0.761 1.840 -0.858 0.618
O 0.182 1.966 0.140 0.134 2.165 -0.542
H 0.066 -0.746 4.333 0.469 -0.446 -0.390
H 1.088 -1.725 3.133 -0.543 0.012 0.323
H -0.731 -1.624 3.006 0.829 0.278 -0.056
H -0.513 1.995 2.179 0.189 0.557 -0.018
H -0.336 1.684 3.914 0.054 -0.781 -0.868
H -2.746 1.775 2.998 0.609 -0.144 -0.131
H -2.289 0.340 3.869 -0.404 -0.362 0.827
H -3.687 -0.116 1.821 1.498 0.167 -0.196
H -2.192 -1.127 2.008 -0.628 1.448 -0.086
H -3.670 1.197 -0.140 0.277 -0.353 -0.301
H -4.270 1.574 -2.268 -0.530 0.351 0.586
H -4.078 1.257 -4.696 -0.481 -0.288 0.042
H -2.280 -0.344 -5.557 0.163 0.997 0.973
H -0.164 -0.551 -4.113 -1.035 -0.039 0.250
H 1.779 0.993 3.849 -0.451 0.239 -1.030
H 1.655 1.798 2.197 0.350 -0.905 0.475
H 3.083 -0.784 3.255 -0.175 0.355 -0.646
H 3.755 0.684 2.510 -0.487 -0.578 0.068
H 2.472 -1.702 1.189 0.236 0.568 -0.430
H 4.018 -0.882 0.692 -1.773 0.459 0.536
H 3.779 0.646 -1.132 -0.868 -0.197 0.526
H 3.570 2.362 -2.927 0.059 -0.338 -0.121
H 2.707 4.613 -3.581 0.383 -0.514 0.129
H 1.155 5.728 -2.197 -0.479 0.064 -0.167
H -0.204 4.516 -0.515 0.719 -0.799 -0.357
C 0.347 -4.198 1.058 -0.416 0.250 -1.505
C -0.044 -3.151 -0.026 -0.742 0.271 0.021
O -0.022 -1.830 0.451 0.366 -3.415 0.668
C 0.919 -3.313 -1.284 -0.253 0.743 -0.302
F 0.361 -2.961 -2.490 0.728 -0.587 1.662
F 1.965 -2.447 -1.048 -0.688 -1.270 -0.649
F 1.409 -4.574 -1.398 -0.414 1.296 -0.012
C -1.551 -3.407 -0.315 -0.121 -0.467 -0.850
F -1.839 -4.637 -0.847 0.472 1.225 0.712
F -2.181 -3.326 0.900 -0.143 0.131 -1.346
F -2.047 -2.493 -1.185 -0.039 -0.560 1.086
H 1.424 -4.069 1.150 0.022 -0.521 0.537
H 0.054 -5.194 0.610 0.643 0.900 0.895
H -0.228 -3.976 1.965 0.478 -0.210 -0.255
```
Forces are in eV/Å.

Here are the natural (NBO) charges for atoms 1 to 5, given in e: 1.87, -0.42, -0.47, -0.23, -0.43



Entry 2:
Below is C25H28F6N5O4PPdS2 as an isolated structure, with properties calculated with ωB97M-V with the def2-TZVPD basis set.

The value obtained for the LUMO energy (spin up / spin down) is -1.463 / -1.769 eV. The expectation value of S² is 2.01. The calculation puts the relative energy (zero: lowest compared OMol25 entry of this formula, charge and spin) at 0.0 kcal per mole. The HOMO energy (spin up / spin down) is -0.2740 / -0.2724 hartree. Its spin multiplicity is 3.

XYZ file:
```
72
Properties=species:S:1:pos:R:3:forces:R:3
Pd -0.340 0.001 0.036 -0.125 -0.210 0.496
C -4.400 0.483 -3.794 -0.018 0.009 -0.027
C -3.422 -0.347 -4.322 0.002 0.007 -0.004
C -2.478 -0.939 -3.500 -0.025 0.012 -0.005
C -2.509 -0.723 -2.122 -0.063 0.000 0.076
C -3.481 0.133 -1.602 0.038 -0.030 -0.027
C -4.418 0.728 -2.429 -0.007 0.004 -0.022
N -1.537 -1.242 -1.247 0.247 0.062 -0.341
C -1.036 -2.471 -1.355 -0.190 -0.122 0.002
C -1.650 -3.539 -2.096 -0.008 0.063 0.037
C -1.142 -4.802 -2.066 -0.003 0.000 -0.013
C 0.022 -5.138 -1.326 0.027 0.116 0.049
C 0.640 -4.164 -0.604 -0.028 -0.153 -0.070
C 0.134 -2.843 -0.608 0.111 0.047 0.106
N 0.717 -1.846 0.119 -0.108 -0.022 0.011
N 1.700 -2.053 0.881 0.055 0.229 -0.002
C 2.154 -0.879 1.532 -0.049 -0.302 -0.040
C 3.321 -0.991 2.283 -0.102 0.157 0.001
C 3.790 0.134 2.934 -0.062 0.022 -0.033
C 3.088 1.329 2.817 0.035 -0.017 0.028
C 1.938 1.350 2.049 -0.002 -0.025 -0.011
N 1.472 0.267 1.428 0.185 0.065 -0.088
H -5.125 0.955 -4.443 -0.008 0.008 -0.003
H -3.375 -0.519 -5.390 -0.012 0.003 -0.017
H -1.693 -1.547 -3.933 0.016 -0.005 0.023
H -3.473 0.365 -0.543 0.016 -0.012 0.015
H -5.152 1.401 -2.006 -0.014 0.010 0.003
H -2.553 -3.331 -2.650 0.000 -0.015 -0.003
H -1.650 -5.581 -2.621 -0.019 0.010 -0.007
H 0.399 -6.150 -1.341 0.019 -0.005 0.015
H 1.526 -4.365 -0.019 -0.001 -0.002 0.002
H 3.829 -1.942 2.329 -0.008 -0.031 -0.012
H 4.697 0.084 3.521 0.007 0.017 0.010
H 3.426 2.235 3.300 0.018 0.000 0.009
H 1.370 2.260 1.906 0.009 0.003 -0.004
C -2.503 -3.156 1.823 0.059 -0.039 0.021
C -3.047 -1.735 1.709 -0.025 0.053 0.049
P -1.774 -0.438 1.922 -0.024 0.104 -0.089
C -0.890 -0.882 3.459 0.025 0.037 0.014
C -1.777 -1.055 4.688 -0.035 0.005 0.020
C -2.655 1.134 2.296 0.003 -0.002 0.041
C -4.114 1.035 2.732 -0.046 -0.036 0.022
H -3.299 -3.874 1.627 -0.005 -0.003 -0.011
H -2.115 -3.359 2.822 -0.009 -0.003 -0.002
H -1.702 -3.348 1.111 0.011 0.008 -0.035
H -3.829 -1.572 2.454 0.022 0.005 -0.012
H -3.497 -1.576 0.728 0.004 0.005 -0.018
H -0.155 -0.089 3.623 -0.016 -0.006 -0.017
H -0.313 -1.788 3.254 -0.013 -0.009 -0.021
H -2.327 -0.140 4.912 0.005 0.016 0.004
H -1.175 -1.296 5.564 0.017 -0.010 -0.004
H -2.503 -1.857 4.556 -0.007 -0.004 -0.007
H -2.571 1.761 1.407 -0.005 -0.016 -0.006
H -2.055 1.629 3.066 0.008 0.001 -0.020
H -4.733 0.584 1.956 0.001 0.010 -0.014
H -4.506 2.033 2.923 0.002 0.013 0.003
H -4.241 0.446 3.641 0.012 0.004 0.006
F -1.639 2.474 -3.236 0.047 -0.034 0.027
C -0.373 2.349 -2.867 -0.109 0.084 -0.212
F 0.397 3.090 -3.652 0.019 -0.024 0.042
F -0.012 1.064 -3.006 -0.011 0.050 0.063
S -0.137 2.818 -1.094 -0.053 -0.104 0.071
O -1.218 2.097 -0.410 -0.014 -0.176 -0.039
O 1.168 2.305 -0.777 0.204 0.006 -0.065
N -0.202 4.333 -0.914 0.069 0.185 -0.041
S -1.185 5.453 -1.461 -0.104 0.004 0.253
O -0.765 6.699 -0.914 -0.044 0.043 0.002
O -1.478 5.326 -2.852 -0.005 -0.070 -0.132
C -2.792 5.082 -0.615 -0.093 0.077 -0.071
F -3.333 3.956 -1.087 0.049 0.028 0.027
F -3.647 6.083 -0.837 0.098 -0.069 0.020
F -2.627 4.951 0.704 0.030 -0.026 -0.023
```
Forces are in eV/Å.

Here are the Mulliken charges for atoms 1 to 5, given in e: -0.36, -0.70, -0.75, 0.10, -0.45



Entry 3:
Below is an isolated molecule of C25H28FNO3, with properties calculated with ωB97M-V with the def2-TZVPD basis set.

The value obtained for the LUMO energy is 0.696 eV. The calculation puts the relative energy (zero: lowest compared OMol25 entry of this formula, charge and spin) at 0.0 kcal per mole. The HOMO energy is -0.2930 hartree.

XYZ file:
```
58
Properties=species:S:1:pos:R:3:forces:R:3
C 7.330 -1.491 -1.457 0.050 -0.112 -0.169
O 6.920 -0.735 -0.344 -0.137 0.168 0.228
C 5.611 -0.367 -0.255 -0.094 0.125 0.182
C 4.625 -0.683 -1.183 0.258 -0.133 -0.122
C 3.328 -0.248 -0.981 0.035 0.134 0.150
C 2.971 0.504 0.131 -0.007 0.106 -0.225
C 1.519 0.907 0.282 0.033 0.022 0.224
C 1.269 1.961 1.370 -0.322 0.025 -0.191
C -0.200 2.375 1.452 0.126 -0.039 0.186
N -0.579 3.237 0.346 0.295 0.041 -0.180
C -2.017 3.459 0.246 0.053 -0.030 -0.167
C -2.761 2.213 -0.164 -0.035 -0.005 0.047
C -2.822 1.837 -1.498 -0.021 0.083 0.086
C -3.412 0.641 -1.863 -0.022 -0.142 -0.082
C -3.942 -0.229 -0.918 -0.111 -0.144 0.021
O -4.530 -1.428 -1.251 0.140 0.290 0.416
C -4.619 -1.784 -2.606 -0.025 -0.066 -0.228
C -3.871 0.131 0.441 0.025 0.093 0.071
O -4.325 -0.576 1.513 0.090 0.357 -0.186
C -4.790 -1.902 1.387 -0.201 -0.477 0.083
C -3.291 1.350 0.781 -0.175 -0.143 -0.213
C 0.700 -0.337 0.547 -0.145 0.013 -0.192
C 0.988 -1.141 1.644 -0.128 0.031 -0.093
C 0.246 -2.277 1.908 -0.144 -0.126 0.014
C -0.786 -2.609 1.049 0.036 0.135 -0.126
F -1.517 -3.721 1.295 0.034 0.045 0.003
C -1.088 -1.840 -0.057 -0.070 -0.311 0.181
C -0.340 -0.701 -0.298 0.156 0.053 0.132
C 3.963 0.810 1.055 -0.053 -0.016 -0.109
C 5.262 0.385 0.865 0.259 -0.168 -0.123
H 6.811 -2.455 -1.503 0.011 0.042 -0.011
H 8.396 -1.664 -1.320 -0.074 -0.017 -0.057
H 7.169 -0.948 -2.394 -0.006 -0.031 0.032
H 4.851 -1.264 -2.063 0.060 -0.052 -0.070
H 2.571 -0.505 -1.709 -0.092 -0.038 -0.071
H 1.198 1.324 -0.680 0.003 -0.065 0.032
H 1.554 1.556 2.341 0.097 -0.006 0.041
H 1.875 2.845 1.165 0.080 0.041 0.097
H -0.361 2.951 2.369 -0.009 -0.112 0.010
H -0.821 1.466 1.511 0.082 0.126 0.086
H -0.256 2.832 -0.529 -0.038 0.062 0.056
H -2.171 4.251 -0.492 -0.116 -0.022 0.108
H -2.367 3.814 1.218 -0.048 0.057 -0.051
H -2.416 2.484 -2.263 0.028 0.086 -0.097
H -3.458 0.388 -2.910 -0.037 -0.075 -0.081
H -3.631 -1.885 -3.067 -0.038 0.025 0.011
H -5.215 -1.064 -3.177 0.045 -0.018 0.014
H -5.118 -2.752 -2.618 0.039 0.065 -0.068
H -5.696 -1.960 0.781 0.081 -0.005 0.078
H -4.028 -2.560 0.965 -0.034 0.030 0.025
H -5.013 -2.219 2.405 0.020 -0.006 -0.071
H -3.276 1.606 1.829 0.026 0.011 0.155
H 1.807 -0.878 2.297 0.118 0.011 0.091
H 0.458 -2.904 2.759 0.009 -0.084 0.080
H -1.893 -2.133 -0.711 -0.133 -0.056 -0.064
H -0.581 -0.087 -1.154 -0.029 0.099 -0.083
H 3.735 1.393 1.933 -0.048 0.090 0.101
H 6.033 0.625 1.580 0.099 0.031 0.089
```
Forces are in eV/Å.

Here are the natural (NBO) charges for atoms 1 to 5, given in e: -0.25, -0.49, 0.30, -0.30, -0.20